{"formula": "H66O33", "method": "the ωB97M-V functional and the def2-TZVPD basis", "total_charge": 0, "lumo_energy_ev": 0.0, "gap_ev": 10.776, "e_above_lowest_kcal_mol": 20.8, "molar_mass_g_mol": 594.5, "symbols": ["O", "H", "H", "O", "H", "H", "O", "H", "H", "O", "H", "H", "O", "H", "H", "O", "H", "H", "O", "H", "H", "O", "H", "H", "O", "H", "H", "O", "H", "H", "O", "H", "H", "O", "H", "H", "O", "H", "H", "O", "H", "H", "O", "H", "H", "O", "H", "H", "O", "H", "H", "O", "H", "H", "O", "H", "H", "O", "H", "H", "O", "H", "H", "O", "H", "H", "O", "H", "H", "O", "H", "H", "O", "H", "H", "O", "H", "H", "O", "H", "H", "O", "H", "H", "O", "H", "H", "O", "H", "H", "O", "H", "H", "O", "H", "H", "O", "H", "H"], "coordinates": [[-2.372, 1.449, -4.245], [-3.222, 1.277, -4.743], [-2.674, 1.976, -3.438], [4.923, 1.827, 1.155], [4.489, 2.661, 1.003], [5.014, 1.801, 2.095], [-3.793, -2.251, -3.645], [-3.856, -2.944, -4.266], [-2.866, -1.970, -3.798], [-0.894, -2.526, -4.461], [-0.612, -1.920, -5.234], [-0.515, -2.097, -3.659], [2.018, -2.726, -3.343], [1.600, -2.868, -2.477], [1.416, -3.070, -3.993], [1.008, 1.163, 2.210], [1.005, 1.420, 1.299], [0.121, 1.520, 2.536], [0.137, -0.161, -2.084], [0.054, 0.182, -2.959], [0.672, -0.957, -2.004], [-2.784, 2.666, 4.018], [-3.022, 2.984, 4.893], [-2.237, 1.859, 4.129], [-0.377, 0.199, -5.323], [-0.047, 0.399, -6.200], [-1.209, 0.649, -5.181], [-2.431, 2.830, -1.741], [-3.096, 2.619, -1.092], [-1.863, 3.566, -1.464], [-6.343, 1.772, -1.320], [-5.605, 1.911, -0.694], [-7.110, 1.504, -0.751], [1.674, 4.886, 2.385], [2.157, 4.554, 3.146], [2.291, 4.748, 1.674], [4.981, -2.653, -0.904], [5.166, -1.667, -1.007], [5.412, -2.991, -1.771], [-0.651, 4.544, -0.399], [-0.606, 4.231, 0.528], [-0.341, 5.456, -0.407], [-1.741, -1.787, 3.080], [-1.133, -2.513, 2.866], [-2.019, -1.448, 2.215], [0.353, -3.507, 3.542], [0.696, -2.745, 3.999], [0.241, -4.206, 4.206], [5.295, -3.309, -3.754], [4.362, -3.302, -3.835], [5.606, -2.400, -3.806], [1.016, 1.992, -0.540], [0.488, 2.775, -0.669], [0.707, 1.326, -1.183], [1.034, -1.472, 0.413], [0.751, -0.743, 0.997], [1.779, -1.881, 0.925], [-0.908, 0.516, 4.344], [-1.132, -0.178, 3.677], [-1.166, 0.129, 5.228], [4.484, 0.185, -1.267], [4.580, 0.776, -0.519], [3.521, -0.074, -1.173], [-0.627, -3.115, -1.435], [-0.502, -2.371, -0.794], [-0.319, -3.826, -0.845], [2.213, -0.936, 3.661], [3.026, -1.248, 3.305], [1.890, -0.244, 3.072], [-5.057, 1.144, -4.801], [-4.977, 0.233, -4.473], [-5.528, 1.635, -4.111], [1.093, -4.548, 0.259], [0.676, -4.404, 1.105], [1.997, -4.142, 0.190], [-2.036, -1.881, 5.720], [-2.301, -2.452, 4.964], [-2.021, -2.448, 6.483], [3.697, -3.222, 1.476], [4.403, -2.919, 0.760], [4.049, -4.073, 1.833], [-0.676, 3.328, 2.171], [0.110, 3.795, 2.504], [-1.429, 3.347, 2.766], [-3.472, -2.805, -0.838], [-2.544, -3.071, -1.082], [-3.845, -2.840, -1.742], [2.929, 2.775, 3.697], [2.299, 2.281, 3.147], [2.632, 2.486, 4.570], [-3.883, 1.939, 0.479], [-3.634, 2.332, 1.314], [-3.405, 1.068, 0.543], [3.385, 4.217, -0.025], [3.921, 4.653, -0.728], [2.964, 3.409, -0.454], [-2.534, -0.567, 0.407], [-3.043, -1.291, -0.090], [-1.877, -0.227, -0.225]], "lowdin_charge": [-0.12, 0.03, 0.05, -0.03, 0.00, 0.03, -0.04, 0.03, 0.04, -0.10, 0.07, 0.00, -0.03, 0.02, 0.02, -0.08, 0.00, 0.07, -0.02, 0.03, 0.02, -0.07, 0.05, 0.01, -0.06, 0.05, -0.02, -0.06, -0.01, 0.01, -0.09, 0.00, 0.06, -0.04, 0.02, 0.00, -0.13, 0.04, 0.06, -0.06, 0.02, 0.07, -0.07, 0.03, 0.03, -0.04, 0.02, 0.07, -0.03, 0.00, 0.05, -0.04, 0.01, 0.01, -0.05, 0.03, 0.04, -0.09, 0.02, 0.07, -0.07, -0.01, 0.07, -0.07, 0.03, 0.03, -0.04, 0.01, -0.02, -0.05, 0.05, 0.05, -0.06, 0.02, 0.05, -0.06, 0.04, 0.03, -0.13, 0.06, 0.06, -0.06, 0.03, 0.02, -0.08, 0.03, 0.03, -0.06, 0.01, 0.06, -0.06, 0.04, 0.04, -0.08, 0.08, 0.07, -0.08, 0.05, 0.05]}